The following is a DFT calculation (ωB97M-V/def2-TZVPD) of 10 unconnected molecules or ions with the total composition C37H48N9O.

Calculated values
- Kohn-Sham gap: 7.7753 eV
- Highest occupied orbital energy: -5.26 eV
- Energy relative to the best compared isomer or geometry (same formula, charge and spin): 0.703 eV
- Lowest unoccupied orbital energy: 0.0925 Eh
- Total charge: -1

Geometry as XYZ:
```
95
Properties=species:S:1:pos:R:3:forces:R:3:mulliken_charge:R:1
C -0.080092 0.019613 0.565965 -0.6296 -0.9198 -1.7065 0.249
O -1.108335 0.668181 -0.052439 -1.1969 1.0704 -0.0457 -1.167
H 0.739564 0.163558 -0.102620 1.5243 -0.7532 -0.1231 0.224
H -0.401040 -1.012993 0.657965 0.7382 -0.5275 0.4548 -0.362
H 0.160291 0.449332 1.484015 0.5194 0.4544 1.9401 0.486
N -1.372221 2.503437 1.918138 -0.4579 1.3166 -0.4770 0.625
C -1.898767 3.791819 1.725117 0.1953 -0.8970 5.7351 -0.566
C -2.077099 4.360669 3.116494 1.9876 -3.3851 -4.2951 -1.018
C -1.486367 3.359745 3.934509 -0.9719 1.8314 1.7741 -0.228
C -1.135498 2.288987 3.225985 0.5871 -1.9564 -0.3245 -0.212
H -1.292940 1.719026 1.244020 -0.2675 0.8436 -0.5239 -0.124
H -2.034514 4.155178 0.767217 -0.6056 0.6804 -1.4587 0.540
H -2.474752 5.282085 3.410688 -0.3432 1.1468 0.1156 0.441
H -1.329361 3.391077 4.999780 -0.2360 0.2473 0.1985 0.405
H -0.763020 1.325073 3.596027 -0.0710 0.5908 -0.3960 -0.203
N -2.809795 -1.372355 -0.369256 0.2104 -0.2988 0.5011 1.673
C -3.130116 -2.461302 0.437216 0.1552 1.4814 1.9183 -1.033
C -3.910897 -3.327354 -0.246401 0.2135 -0.7829 -2.0650 -0.173
C -3.912788 -2.933735 -1.606465 1.1129 4.2988 -0.1594 -1.334
C -3.208793 -1.535188 -1.650097 -2.6737 -6.1565 2.3549 -0.546
H -2.331168 -0.484900 -0.069617 0.1838 -0.7465 -0.1216 -0.221
H -2.901250 -2.549317 1.521733 0.0179 0.6200 -1.0513 0.124
H -4.374149 -4.240481 0.106424 0.2308 0.1387 0.1565 0.404
H -4.485888 -3.410818 -2.385065 0.1946 0.1648 -0.2243 0.392
H -3.042653 -0.792028 -2.356485 0.1174 0.8333 -1.2509 0.708
N -0.807349 0.174350 -2.602047 -1.2829 1.8817 0.1529 1.960
C -0.471858 -0.971748 -3.286645 -0.5238 1.3493 -0.1322 -0.550
C -0.456055 -0.648617 -4.628839 -0.0266 0.5221 -1.0846 -0.707
C -0.801749 0.719682 -4.828633 -1.2479 1.2271 4.6709 -0.885
C -1.132674 1.273282 -3.458173 2.5349 -4.4921 -3.0981 -0.734
H -0.839102 0.314720 -1.519540 -0.4250 -0.2044 -1.1351 -0.994
H -0.262104 -1.864050 -2.716645 0.0812 -0.1163 -0.2741 0.230
H -0.193907 -1.270693 -5.479413 -0.0109 -0.2138 0.4452 0.386
H -0.864660 1.335513 -5.707776 0.0196 -0.3034 -0.2920 0.416
H -1.348836 2.270852 -3.126015 -0.0967 -0.1143 0.1961 0.400
N 3.564441 -0.095987 1.422373 -1.3126 2.9069 -2.1771 -0.125
C 4.328248 -0.878529 0.593689 -0.7421 -3.8380 3.6989 -0.660
C 4.104655 -2.249408 1.159228 -0.2447 4.5482 -1.9770 -1.706
C 3.000463 -2.064600 2.007954 -0.3476 -2.4824 0.5331 0.105
C 2.591859 -0.786370 2.101189 0.7815 0.6817 0.3961 -0.021
H 3.498023 0.937171 1.286693 0.2058 -1.4556 -0.0511 0.755
H 4.842423 -0.538083 -0.277617 0.5340 0.3812 0.2554 0.624
H 4.595068 -3.131868 0.858401 0.2551 -0.8198 -0.2782 0.472
H 2.469348 -2.823005 2.537044 0.0934 -0.5613 -0.0426 0.451
H 1.660177 -0.399901 2.569394 1.4420 -0.0023 -0.2145 0.151
N -3.169120 1.968774 -0.778182 -1.2444 1.0984 -1.0343 0.821
C -4.461660 1.506969 -0.700277 -1.3287 5.4133 -0.8684 -0.401
C -5.278986 2.754892 -1.162832 2.5250 -4.3003 0.5846 -0.818
C -4.343251 3.678804 -1.684681 -0.4339 -0.3842 1.0662 -0.867
C -3.083680 3.234475 -1.360963 0.1421 -1.3042 0.1323 -0.512
H -2.344682 1.474940 -0.456965 0.1382 -0.1431 0.0470 0.164
H -4.749857 0.574104 -0.208111 0.1936 0.5342 -0.3219 0.303
H -6.345299 2.747157 -1.162361 -0.4190 0.1929 -0.2370 0.418
H -4.538581 4.620705 -2.172481 -0.1585 0.0071 0.0861 0.427
H -2.125513 3.721584 -1.553109 -0.3278 -0.4100 0.1619 0.550
N 1.924832 0.628865 -2.855474 0.9835 1.7062 0.7403 0.763
C 2.907977 -0.052021 -2.169581 -0.9863 -0.2696 -1.2684 -0.796
C 4.136112 0.394369 -2.570813 -1.2745 1.4485 -0.8788 -0.793
C 3.922729 1.512815 -3.423322 -4.4144 -0.1343 0.8219 -0.899
C 2.464671 1.722450 -3.506796 3.2446 -1.0955 -0.0941 -0.434
H 0.935778 0.390083 -2.806605 0.5546 0.4080 0.1264 0.375
H 2.612270 -0.837484 -1.510319 0.0357 -0.5195 0.1192 0.798
H 5.059494 -0.013664 -2.331238 1.4305 -0.5767 0.5453 0.604
H 4.598769 2.172331 -3.852469 1.2799 0.8940 -0.6201 0.444
H 1.928154 2.587217 -3.960441 0.2403 -1.3722 0.3501 0.345
N -0.588377 -3.839675 -0.963594 1.6763 0.2353 -0.4116 0.115
C -0.439002 -4.672654 -2.038263 -0.2789 -0.1813 0.4123 -0.456
C 0.898874 -4.867238 -2.318388 0.2736 1.1726 0.7286 -0.835
C 1.653209 -4.033696 -1.399831 -2.5259 2.2073 2.0695 -0.635
C 0.610600 -3.335660 -0.503722 2.3701 -3.1513 -3.6596 0.460
H -1.477900 -3.552833 -0.646177 -1.0766 0.3387 0.4715 0.404
H -1.332486 -5.077284 -2.518017 0.4524 0.1177 0.2254 0.426
H 1.204578 -5.499127 -3.154942 0.3028 0.3776 0.4828 0.360
H 2.719497 -3.701298 -1.345724 -1.1237 -0.8383 -0.1852 0.385
H 0.707509 -2.614767 0.300674 0.0766 -0.3230 -0.3188 -0.379
N -0.431157 -1.084514 4.726916 -0.4663 0.9358 -0.8821 -0.056
C -0.830544 -1.455442 3.444494 1.9879 -3.1718 -0.3388 -0.966
C -0.049023 -2.681672 3.055423 -1.5802 3.2535 2.9650 -0.006
C 0.787223 -2.901552 4.230227 0.5192 -1.1542 -1.6719 -0.760
C 0.613472 -1.891677 5.115999 -0.7995 0.1672 1.3398 -0.698
H -0.873513 -0.291336 5.281431 1.1524 -1.6735 -1.2384 0.353
H -1.545139 -0.860193 2.896516 -0.0767 -0.1845 0.0710 0.848
H -0.090671 -3.296168 2.152251 -0.1485 0.5228 0.4586 0.618
H 1.537723 -3.733612 4.359807 -1.0082 1.1920 -0.2141 0.382
H 1.084194 -1.739952 6.075505 -0.0455 -0.0324 -0.0540 0.461
N 1.866507 2.465580 0.924821 -0.9599 -0.6568 -1.0205 0.432
C 2.939199 2.627401 0.044900 1.3923 0.9817 4.3178 -0.421
C 4.017261 3.019244 0.962180 -1.8634 -0.1839 -3.4115 -0.705
C 3.485993 3.134592 2.253492 0.2049 -1.0523 -1.3874 -0.565
C 2.218712 2.665823 2.272869 0.1692 0.6946 -3.8150 -0.788
H 0.911864 2.205635 0.574434 1.4689 0.3865 0.8146 -0.012
H 2.940567 2.423048 -1.019665 -0.2476 0.0583 0.2267 0.438
H 5.010217 3.212729 0.584885 0.0482 0.1285 0.3364 0.421
H 4.030756 3.419836 3.065449 1.3220 0.5939 2.1591 0.546
H 1.554934 2.509077 3.035606 -1.6186 -0.1431 1.5536 0.490
```
Forces are in eV/Å.